{"formula": "C22H31N3O3S2", "method": "ωB97M-V/def2-TZVPD", "symbols": ["S", "S", "O", "O", "O", "N", "N", "N", "C", "C", "C", "C", "C", "C", "C", "C", "C", "C", "C", "C", "C", "C", "C", "C", "C", "C", "C", "C", "C", "C", "H", "H", "H", "H", "H", "H", "H", "H", "H", "H", "H", "H", "H", "H", "H", "H", "H", "H", "H", "H", "H", "H", "H", "H", "H", "H", "H", "H", "H", "H", "H"], "xyz": [[-2.283765, -1.312199, -3.681146], [2.175764, -0.058883, 4.254099], [-0.982221, -2.947174, 0.783075], [2.696008, -2.633548, -7.167363], [-1.258936, 2.646826, 3.564546], [0.443505, -1.215776, 1.163303], [-1.186386, 0.438985, -0.598595], [-2.617485, -1.420039, -0.915698], [2.745749, -0.141469, 2.501075], [-2.464802, -1.393281, -2.130440], [1.045165, -1.473908, -5.928058], [1.891889, 2.372943, 5.553682], [2.972273, 1.426377, 4.951961], [1.654663, -2.250438, -8.071708], [1.373274, 2.780203, 0.527878], [-0.074686, 0.876252, 0.071130], [-0.616667, -1.653474, 0.551236], [2.196150, 1.994254, 1.392139], [-2.100906, -4.666013, -0.472120], [-2.053799, 3.826516, 3.715476], [1.849940, 0.679859, 1.578437], [0.423210, -1.969607, -7.224715], [-2.078832, 1.586085, 3.061581], [-3.519886, 2.055187, 3.176938], [2.289658, -2.341097, -5.826394], [-3.371052, 3.559572, 3.003466], [-0.829310, -3.792964, -0.369836], [-1.420144, -0.807156, -0.312733], [0.292857, 2.243465, -0.102180], [0.726467, 0.104401, 0.920664], [-2.961973, -4.022501, -0.712270], [-4.200730, 4.134561, 3.413762], [3.476926, 1.955963, 4.130337], [-1.992448, -5.459010, -1.226233], [-1.801750, 1.412415, 2.016813], [-1.885885, 0.674004, 3.628875], [-2.208244, 3.996648, 4.786862], [2.754723, -1.191538, 2.178875], [-0.302117, 2.879528, -0.762358], [-1.517675, 4.682631, 3.302017], [-0.758157, -3.212240, -1.305624], [3.105573, -1.846895, -5.297106], [1.328669, -0.423112, -6.030323], [0.390403, -1.566651, -5.061946], [1.982922, -1.351327, -8.604454], [-4.178396, 1.590415, 2.443679], [-0.257820, -1.256112, -7.687794], [-0.126359, -2.897086, -7.042671], [-2.335809, -5.098701, 0.514431], [1.492980, -3.045781, -8.800514], [0.060190, -4.440775, -0.305930], [-3.278886, 3.803648, 1.941766], [1.614524, 3.826174, 0.330264], [3.071362, 2.430304, 1.873645], [3.712257, 1.212279, 5.733522], [3.770353, 0.259282, 2.511867], [2.072867, -3.290032, -5.323608], [-3.908135, 1.832048, 4.174204], [1.603089, 3.178887, 4.862546], [2.349886, 2.883976, 6.422600], [1.009962, 1.835097, 5.925065]], "forces_ev_per_a": [[-0.120, -0.203, 0.432], [0.101, -0.522, -0.050], [0.282, 0.520, -0.714], [-0.185, 0.078, 0.054], [-0.179, 0.025, -0.045], [-0.775, 0.389, -0.733], [0.764, -1.520, 1.215], [1.475, 0.380, -0.617], [-0.312, 0.289, 0.043], [-0.721, 0.089, -0.201], [0.043, 0.240, 0.030], [0.754, 0.377, 0.483], [-0.665, 0.866, -0.321], [0.162, 0.136, -0.072], [0.627, 0.162, 0.312], [0.577, 2.122, -0.359], [0.302, -0.208, 0.521], [-1.083, 0.238, -0.901], [0.032, 0.426, 0.395], [0.066, -0.040, 0.191], [1.329, 0.005, 0.638], [-0.140, -0.184, 0.014], [0.162, -0.056, -0.127], [-0.099, -0.055, 0.183], [0.026, -0.222, 0.010], [-0.011, 0.090, -0.205], [-1.143, -1.050, -0.699], [-1.141, -0.420, -0.032], [-0.325, 0.053, -0.292], [0.163, -0.392, 0.550], [0.332, -0.274, -0.101], [0.027, -0.007, 0.018], [0.009, -0.240, 0.306], [-0.020, 0.258, 0.267], [-0.079, -0.062, -0.010], [0.111, 0.052, 0.023], [-0.047, 0.087, -0.017], [0.039, 0.310, 0.394], [0.058, -0.386, 0.181], [0.070, -0.053, 0.010], [0.219, 0.000, 0.452], [0.050, -0.038, -0.071], [-0.008, -0.016, 0.032], [0.039, -0.028, -0.008], [-0.082, -0.004, -0.057], [0.038, 0.005, -0.010], [0.035, 0.002, -0.007], [-0.003, 0.020, -0.026], [0.288, -0.063, -0.398], [0.088, -0.028, 0.031], [-0.119, 0.487, 0.355], [-0.006, 0.014, 0.023], [0.003, -0.277, 0.183], [-0.251, -0.168, -0.132], [-0.173, -0.426, -0.399], [-0.345, -0.216, -0.266], [-0.016, 0.045, 0.085], [-0.001, -0.018, -0.027], [-0.182, -0.574, 0.045], [-0.260, -0.169, -0.273], [0.221, 0.155, -0.303]], "homo_energy_ev": -8.26, "orbital_gap_ev": 7.93, "charge": 0}

{"formula": "C16H22FeNO", "method": "ωB97M-V/def2-TZVPD", "symbols": ["Fe", "O", "N", "C", "C", "C", "C", "C", "C", "C", "C", "C", "C", "C", "C", "C", "C", "C", "C", "H", "H", "H", "H", "H", "H", "H", "H", "H", "H", "H", "H", "H", "H", "H", "H", "H", "H", "H", "H", "H", "H"], "xyz": [[-6.368276, 0.595098, 0.883811], [2.404896, -0.040771, 1.280561], [-0.368763, -0.041304, 1.822721], [0.299613, -1.259953, 1.362372], [1.775151, 1.136887, 1.764902], [-7.084936, 2.486863, 0.345995], [-4.576474, 0.582654, -1.554636], [-5.884298, 2.604987, 1.233210], [-5.273289, 1.379490, -0.692834], [-6.733864, 1.777536, -0.799195], [-6.914526, -1.363856, 0.336286], [1.775883, -1.218778, 1.765239], [-5.813088, -1.399118, 1.279500], [-4.805765, 1.960597, 0.630951], [-8.025712, -0.675297, 0.966938], [-6.242453, -0.731819, 2.496230], [-7.610885, -0.283663, 2.301830], [-3.160090, 0.215564, -1.353704], [0.298955, 1.177633, 1.361693], [-7.407293, 1.495945, -1.607782], [0.214993, 1.243112, 0.269886], [-8.093400, 2.822877, 0.596833], [-5.649630, -0.611766, 3.406883], [2.332397, 1.997197, 1.372501], [0.215166, -1.326419, 0.270678], [-3.800593, 1.880010, 1.051434], [-0.202175, -2.142202, 1.782042], [2.333519, -2.078886, 1.372756], [-2.952713, -0.005528, -0.305263], [-5.080709, 0.232313, -2.439184], [-8.996983, -0.478979, 0.511463], [-0.203048, 2.060285, 1.780502], [1.884101, -1.229916, 2.856127], [1.882783, 1.147838, 2.855801], [-8.221623, 0.254213, 3.028848], [-6.919652, -1.802699, -0.664284], [-2.873417, -0.664310, -1.935375], [-2.505183, 1.037185, -1.647386], [-5.866804, 3.111332, 2.202173], [-4.849955, -1.893423, 1.121204], [-1.370459, -0.035632, 1.589872]], "forces_ev_per_a": [[0.965, -0.010, -0.189], [0.149, -0.032, -0.402], [-0.260, 0.015, 0.680], [-0.177, 0.357, -0.127], [-0.252, -0.093, 0.058], [0.964, 1.731, 1.885], [-0.007, -0.713, -0.560], [-2.565, 1.548, -0.283], [-0.692, 2.702, 0.623], [1.886, -0.344, -0.827], [-0.558, -0.580, 0.925], [-0.228, 0.129, 0.049], [-0.756, -0.565, 0.521], [0.659, -0.700, -2.094], [0.331, -1.154, 0.757], [-0.802, -0.943, -0.175], [-0.291, -1.190, 0.240], [0.101, -0.110, -0.093], [-0.118, -0.322, -0.134], [0.329, 0.007, 0.204], [0.247, 0.197, -0.151], [0.475, 0.030, -0.041], [-0.252, 0.047, -0.461], [-0.172, -0.272, -0.087], [0.260, -0.194, -0.168], [-0.385, -0.027, -0.301], [0.165, 0.228, 0.035], [-0.171, 0.269, -0.089], [0.081, -0.047, 0.266], [-0.106, -0.136, -0.238], [0.407, 0.001, 0.173], [0.161, -0.243, 0.022], [-0.224, -0.070, 0.114], [-0.217, 0.070, 0.116], [0.268, -0.230, -0.292], [0.082, 0.321, 0.425], [0.013, 0.024, -0.028], [0.453, 0.161, 0.011], [-0.098, -0.198, -0.444], [-0.425, 0.363, 0.030], [0.758, -0.027, 0.051]], "homo_energy_ev": [-0.77, -1.86], "orbital_gap_ev": [3.65, 4.72], "charge": -1, "spin_multiplicity": 5}

{"formula": "C3H4N4O", "method": "ωB97M-V/def2-TZVPD", "symbols": ["O", "N", "N", "N", "N", "C", "C", "C", "H", "H", "H", "H"], "xyz": [[2.064110, 0.713848, 1.073483], [-1.902068, 0.828726, -0.933182], [-0.905605, 1.547933, -1.003721], [0.437081, -1.419204, 0.546062], [0.201292, 0.693012, -0.480223], [-0.326841, -0.453007, -0.006499], [-1.757795, -0.372333, -0.300491], [1.495423, 0.973469, -0.130720], [1.673831, 1.850787, -0.714030], [1.389323, -1.134942, 1.110330], [0.108445, -2.103607, 1.249704], [-2.477197, -1.124681, -0.410712]], "forces_ev_per_a": [[-2.389, 0.558, -7.035], [-1.213, -0.377, 0.678], [1.703, 0.293, -0.747], [3.533, -0.943, 3.433], [0.178, -2.492, 1.584], [-3.674, -0.728, 0.096], [4.078, 0.884, -0.403], [0.615, 2.237, 6.482], [1.980, 0.571, -0.457], [-2.949, 0.144, -2.554], [-1.051, 0.648, -1.414], [-0.810, -0.795, 0.338]], "homo_energy_ev": -8.98, "smiles": "Nc1cnnn1C=O", "orbital_gap_ev": 8.05, "charge": 0}

Energy relative to the best compared isomer or geometry (same formula, charge and spin)
In order: 2.2980, 0.0000, 3.8548
Unit: eV
Calculated total energy
In order: -2043.19996, -2016.42289, -410.86163
Unit: Ha
Max |F|
In order: 2.228, 3.009, 7.451
Unit: eV/Å